{
  "formula": "C25H20F12NNiO3S2",
  "method": "ωB97M-V/def2-TZVPD",
  "elements": ["Ni", "C", "C", "C", "C", "C", "N", "C", "C", "C", "C", "C", "C", "C", "C", "O", "C", "F", "F", "F", "C", "F", "F", "F", "C", "C", "C", "O", "C", "F", "F", "F", "C", "F", "F", "F", "H", "H", "H", "H", "H", "H", "H", "H", "H", "H", "H", "H", "O", "S", "C", "C", "C", "C", "H", "H", "H", "H", "H", "H", "H", "H", "S", "C"],
  "positions_angstrom": [[-1.0421, 1.3835, -0.5613], [-2.9402, -5.2780, -0.0742], [-2.2134, -3.9632, 0.0460], [-1.6280, -3.5490, 1.2398], [-0.9899, -2.3330, 1.3384], [-0.8745, -1.4241, 0.2489], [-0.3137, -0.2008, 0.4143], [0.5237, 0.0527, 1.4889], [1.6408, -0.7858, 1.6739], [2.5777, -0.5829, 2.6641], [2.4527, 0.4914, 3.5392], [3.4794, 0.7660, 4.6085], [1.3616, 1.3309, 3.3659], [0.3963, 1.1591, 2.3714], [-0.8377, 2.1189, 2.3134], [-1.6847, 1.9523, 1.2954], [-1.6644, 1.8916, 3.6263], [-1.9597, 0.5883, 3.7723], [-1.0350, 2.2643, 4.7780], [-2.8290, 2.5562, 3.6209], [-0.3599, 3.6133, 2.2704], [0.4313, 4.0399, 3.2955], [-1.4121, 4.4539, 2.2654], [0.3318, 3.8386, 1.1494], [-1.4576, -1.8590, -0.9847], [-2.1069, -3.0928, -1.0290], [-1.3509, -1.0236, -2.2966], [-0.7529, 0.1782, -2.2340], [-0.5167, -1.8541, -3.3313], [-1.0306, -3.0462, -3.7213], [0.7008, -2.1267, -2.8222], [-0.3075, -1.1676, -4.4727], [-2.7912, -0.7857, -2.8850], [-2.7654, 0.0706, -3.9194], [-3.5911, -0.2542, -1.9525], [-3.4326, -1.8942, -3.3552], [-2.3028, -6.1291, 0.1885], [-3.2855, -5.4329, -1.0990], [-3.8205, -5.3253, 0.5765], [-1.6935, -4.1787, 2.1250], [-0.5932, -2.0233, 2.2967], [1.7438, -1.6209, 0.9892], [3.4217, -1.2625, 2.7536], [4.0041, -0.1481, 4.8974], [3.0153, 1.1840, 5.5048], [4.2337, 1.4833, 4.2695], [1.2506, 2.1551, 4.0563], [-2.5538, -3.4062, -1.9619], [2.5669, 3.0274, -0.9150], [1.4869, 2.0564, -1.3013], [2.3431, 0.5201, -1.7713], [2.5622, 0.5254, -3.2908], [2.3422, 1.9567, -3.7872], [1.1076, 2.4211, -3.0305], [1.7323, -0.3116, -1.4233], [3.2679, 0.5763, -1.1965], [1.8141, -0.1189, -3.7531], [3.5496, 0.1381, -3.5518], [2.1971, 1.9958, -4.8697], [3.1906, 2.5959, -3.5282], [0.2233, 1.8272, -3.2801], [0.8841, 3.4864, -3.0830], [-2.7379, 3.8082, -2.1423], [-1.9585, 2.6714, -1.4194]],
  "forces_ev_per_a": [[-0.47, -0.12, 0.02], [-0.01, -0.01, -0.01], [0.02, 0.02, 0.01], [0.03, 0.06, 0.04], [-0.05, -0.05, 0.00], [-0.05, -0.08, -0.16], [0.01, -0.01, 0.12], [-0.07, 0.09, 0.09], [0.04, -0.03, -0.01], [0.00, 0.01, 0.02], [-0.01, 0.00, -0.02], [0.00, 0.00, -0.01], [0.00, 0.01, 0.00], [-0.11, -0.04, -0.10], [0.10, -0.19, 0.07], [0.19, 0.11, 0.00], [0.11, -0.04, -0.07], [-0.02, 0.02, -0.01], [-0.01, 0.00, 0.01], [-0.01, 0.00, 0.02], [-0.05, -0.05, -0.03], [-0.01, 0.04, 0.03], [0.01, 0.04, 0.01], [0.02, -0.01, 0.01], [0.10, 0.07, -0.02], [0.03, 0.04, -0.04], [-0.07, -0.03, 0.06], [0.15, -0.11, 0.07], [-0.03, 0.05, 0.08], [-0.02, -0.03, 0.02], [0.01, -0.04, 0.00], [-0.02, 0.01, -0.07], [0.11, -0.02, 0.08], [-0.01, 0.00, -0.05], [-0.01, -0.01, -0.03], [-0.05, 0.00, -0.01], [0.01, 0.02, 0.00], [0.01, 0.01, 0.02], [0.02, 0.02, 0.00], [-0.01, 0.00, -0.02], [0.00, 0.00, -0.01], [0.01, 0.01, 0.02], [-0.01, 0.01, 0.00], [-0.01, 0.00, -0.01], [0.00, 0.00, -0.01], [-0.01, -0.01, 0.00], [0.02, -0.02, -0.01], [0.00, -0.01, -0.02], [-0.02, -0.10, -0.07], [0.21, 0.23, 0.08], [0.03, -0.03, 0.04], [-0.07, -0.04, -0.02], [0.01, 0.01, 0.02], [-0.08, 0.00, -0.03], [0.00, 0.02, -0.03], [0.01, -0.02, 0.00], [0.06, 0.02, 0.03], [0.02, 0.02, 0.00], [-0.01, -0.01, 0.00], [0.00, -0.01, -0.01], [0.05, 0.03, 0.01], [0.03, -0.01, -0.01], [-0.10, 0.14, -0.10], [-0.01, 0.02, -0.01]],
  "total_energy_ha": -4748.30541,
  "e_above_lowest_kcal_mol": 0.0,
  "total_charge": -2,
  "lumo_energy_ev": [4.6, 4.6],
  "multiplicity": 2,
  "largest_force_ev_per_a": 0.48,
  "molar_mass_g_mol": 733.24,
  "homo_energy_ev": [-1.068, -0.962],
  "gap_ev": [5.67, 5.59],
  "s2": 1.090
}


{
  "formula": "C25H20N2O7S",
  "method": "ωB97M-V/def2-TZVPD",
  "elements": ["C", "O", "C", "O", "C", "C", "N", "C", "O", "C", "N", "C", "O", "C", "C", "C", "C", "C", "C", "C", "O", "S", "C", "C", "C", "C", "C", "C", "C", "C", "O", "C", "O", "C", "C", "H", "H", "H", "H", "H", "H", "H", "H", "H", "H", "H", "H", "H", "H", "H", "H", "H", "H", "H", "H"],
  "positions_angstrom": [[1.3375, 3.1427, -0.1790], [0.3983, 2.0914, -0.3572], [0.9085, 0.8675, -0.4055], [2.1013, 0.6405, -0.3882], [-0.1123, -0.1955, -0.4788], [0.1064, -1.3854, 0.1687], [1.1637, -1.6578, 1.0299], [1.5115, -0.7530, 1.9921], [0.7878, 0.1314, 2.3757], [2.9430, -0.9497, 2.5011], [3.8481, -0.5229, 1.4571], [4.1423, -1.2962, 0.3493], [3.7693, -2.4380, 0.1950], [4.9600, -0.4409, -0.5341], [5.5574, -0.7072, -1.7478], [6.2365, 0.3332, -2.3749], [6.3046, 1.5931, -1.8016], [5.6980, 1.8613, -0.5777], [5.0294, 0.8294, 0.0446], [4.2771, 0.7978, 1.3202], [4.0734, 1.6735, 2.1174], [-1.1938, -2.4939, -0.0779], [-2.0169, -1.3517, -1.0996], [-3.3353, -1.7149, -1.7044], [-4.4401, -0.8274, -1.1827], [-5.2994, -0.1769, -2.0522], [-6.3240, 0.6518, -1.5978], [-6.4472, 0.8031, -0.2399], [-5.5863, 0.1495, 0.6447], [-4.5797, -0.6685, 0.2001], [-5.9308, 0.4675, 1.9303], [-7.0279, 1.3488, 1.8318], [-7.3495, 1.5492, 0.4718], [-1.3404, -0.1731, -1.2034], [-1.8084, 1.0004, -1.9962], [1.9109, 2.9827, 0.7365], [0.7565, 4.0585, -0.1123], [2.0281, 3.1822, -1.0250], [1.8413, -2.3655, 0.7569], [3.1403, -1.9978, 2.7386], [3.1027, -0.3109, 3.3720], [5.4945, -1.6881, -2.1925], [6.7135, 0.1571, -3.3276], [6.8335, 2.3821, -2.3157], [5.7416, 2.8417, -0.1294], [-3.5579, -2.7558, -1.4574], [-3.2825, -1.6330, -2.7933], [-5.1816, -0.3135, -3.1169], [-6.9896, 1.1541, -2.2792], [-3.9204, -1.1654, 0.8919], [-7.8960, 0.9176, 2.3558], [-6.7687, 2.3145, 2.2954], [-0.9727, 1.4679, -2.5113], [-2.5588, 0.7022, -2.7224], [-2.2487, 1.7407, -1.3300]],
  "forces_ev_per_a": [[0.45, 0.24, 0.05], [-0.42, -0.14, 0.00], [0.29, -0.16, -0.09], [-0.27, 0.27, -0.11], [0.08, -0.64, 0.17], [-0.51, 0.20, -0.32], [0.00, -0.53, -0.06], [0.27, -0.33, 0.45], [-0.03, 0.29, 0.11], [-0.18, 0.17, 0.06], [-0.02, -0.24, 0.33], [-0.02, -0.17, 0.15], [0.15, -0.07, -0.10], [0.26, 0.66, -0.15], [-0.10, -0.04, 0.16], [-0.02, -0.11, -0.04], [-0.02, 0.09, 0.06], [-0.10, -0.09, 0.14], [0.24, -0.34, -0.57], [0.07, 0.12, 0.18], [0.01, 0.04, -0.04], [0.13, 0.67, -0.19], [0.40, -0.27, 0.21], [-0.01, 0.05, 0.00], [-0.17, 0.00, -0.19], [0.15, -0.17, 0.03], [-0.23, 0.20, 0.37], [0.38, -0.30, 0.16], [-0.25, 0.16, -0.46], [-0.27, 0.20, 0.22], [0.36, -0.30, -0.16], [-0.62, 0.55, 0.97], [0.04, -0.05, -0.47], [0.00, -0.18, 0.06], [-0.06, -0.02, 0.01], [-0.05, 0.03, -0.06], [0.02, -0.05, -0.02], [-0.07, 0.03, 0.07], [-0.02, 0.28, 0.05], [0.01, 0.10, -0.01], [-0.07, -0.14, -0.13], [-0.01, -0.09, -0.04], [0.04, -0.01, -0.07], [0.04, 0.05, -0.04], [0.01, 0.09, 0.05], [-0.03, -0.03, -0.14], [-0.05, -0.08, 0.02], [0.06, -0.03, -0.12], [-0.09, 0.08, -0.10], [0.15, -0.06, 0.13], [0.21, 0.03, -0.17], [0.01, -0.22, -0.17], [-0.02, 0.08, -0.09], [-0.05, 0.04, -0.08], [-0.06, 0.13, -0.03]],
  "total_energy_ha": -1999.12354,
  "total_charge": 0,
  "lumo_energy_ev": -0.3,
  "largest_force_ev_per_a": 1.27,
  "molar_mass_g_mol": 492.51,
  "homo_energy_ev": -8.035,
  "gap_ev": 7.70
}


{
  "formula": "C25H20N4O2Pd",
  "method": "ωB97M-V/def2-TZVPD",
  "elements": ["Pd", "O", "C", "C", "C", "C", "C", "C", "C", "O", "N", "N", "C", "C", "C", "C", "C", "C", "N", "H", "H", "H", "H", "H", "H", "H", "H", "H", "H", "N", "C", "C", "C", "C", "C", "C", "C", "C", "C", "C", "C", "C", "H", "H", "H", "H", "H", "H", "H", "H", "H", "H"],
  "positions_angstrom": [[-0.3464, 0.3905, 0.4610], [4.1555, -1.4970, 3.1544], [3.3234, -0.9872, 4.1022], [3.6649, -1.0808, 5.4497], [2.8648, -0.5234, 6.4292], [1.7086, 0.1571, 6.0718], [1.3689, 0.2403, 4.7339], [2.1384, -0.3462, 3.7280], [1.6261, -0.2454, 2.3290], [0.8067, 0.7174, 2.0899], [2.0530, -1.1318, 1.4611], [1.4956, -0.8877, 0.2047], [2.0518, -1.5359, -0.7375], [1.6923, -1.4151, -2.1627], [2.4327, -2.1608, -3.0772], [2.1621, -2.0375, -4.4294], [1.1546, -1.1768, -4.8297], [0.4650, -0.4820, -3.8459], [0.7162, -0.5882, -2.5462], [4.9525, -1.8110, 3.5959], [4.5775, -1.6004, 5.7231], [3.1516, -0.6131, 7.4690], [1.0828, 0.6191, 6.8228], [0.4856, 0.7826, 4.4266], [2.8844, -2.1949, -0.4959], [3.2106, -2.8227, -2.7217], [2.7313, -2.6021, -5.1559], [0.9046, -1.0379, -5.8719], [-0.3317, 0.2044, -4.1214], [-1.4770, 0.6569, -1.2357], [-2.7501, 1.3051, -1.3948], [-3.4286, 1.0752, -2.5866], [-4.6506, 1.6707, -2.8291], [-5.1977, 2.4932, -1.8556], [-4.5309, 2.6905, -0.6618], [-3.2809, 2.1133, -0.3953], [-2.6972, 2.2030, 0.9689], [-3.2183, 3.1462, 1.8640], [-3.0358, 3.0219, 3.2261], [-2.3698, 1.9090, 3.7171], [-1.7492, 1.0373, 2.8386], [-1.8178, 1.2151, 1.4505], [-1.4292, -0.1990, -1.7791], [-0.7397, 1.2548, -1.6152], [-2.9822, 0.4225, -3.3288], [-5.1718, 1.4884, -3.7591], [-6.1622, 2.9576, -2.0117], [-5.0117, 3.2749, 0.1082], [-3.7937, 3.9807, 1.4855], [-3.4458, 3.7630, 3.8998], [-2.2911, 1.7429, 4.7851], [-1.1880, 0.2047, 3.2360]],
  "forces_ev_per_a": [[-0.31, 0.00, 0.53], [0.02, -0.01, 0.09], [0.10, -0.09, -0.07], [0.03, -0.01, 0.02], [-0.05, 0.04, -0.01], [0.06, -0.03, -0.02], [-0.03, 0.03, -0.04], [-0.10, 0.10, 0.01], [0.32, 0.15, -0.06], [0.17, -0.64, 0.31], [-0.30, 0.16, -0.44], [-0.08, 0.19, 0.07], [0.03, -0.05, -0.19], [0.14, -0.04, 0.23], [-0.02, 0.00, -0.12], [0.02, -0.03, 0.07], [-0.04, 0.06, 0.02], [0.01, -0.02, -0.05], [0.01, -0.01, -0.03], [-0.03, -0.01, -0.02], [0.01, 0.01, 0.00], [0.01, 0.00, 0.00], [0.00, -0.01, 0.01], [0.01, 0.00, 0.02], [-0.05, -0.02, 0.04], [0.02, 0.00, 0.00], [-0.01, -0.01, -0.01], [0.00, -0.01, -0.01], [0.01, -0.02, -0.02], [0.50, -0.18, -0.26], [-0.10, -0.18, -0.03], [0.02, 0.08, 0.03], [-0.02, 0.00, -0.06], [0.00, 0.01, 0.03], [0.07, 0.05, -0.05], [0.02, 0.07, 0.03], [-0.12, -0.30, -0.05], [-0.07, -0.10, 0.00], [-0.03, 0.04, 0.02], [0.02, -0.08, 0.06], [-0.15, 0.04, -0.13], [0.02, 0.78, 0.42], [0.00, 0.07, -0.05], [-0.11, -0.09, -0.24], [0.00, 0.00, 0.00], [-0.01, 0.00, 0.00], [-0.01, 0.00, 0.00], [-0.02, 0.00, -0.02], [0.00, 0.00, 0.02], [0.00, 0.01, 0.00], [-0.01, 0.00, 0.00], [0.05, 0.06, -0.01]],
  "total_energy_ha": -1462.02771,
  "e_above_lowest_kcal_mol": 30.2,
  "total_charge": 0,
  "lumo_energy_ev": -0.2,
  "largest_force_ev_per_a": 0.88,
  "molar_mass_g_mol": 514.88,
  "homo_energy_ev": -7.800,
  "gap_ev": 7.55
}